An isolated molecule of C19H11F2N5O. Source: the Open Molecules 2025 dataset; level of theory: ωB97M-V/def2-TZVPD.

Last columns: bonded neighbours and bond lengths (Å).
Positions of all 38 atoms, in Å:
1 F 2.47 0.95 0.61  C2 1.390
2 C 1.63 2.05 0.48  F1 1.390, F3 1.306, C4 1.536, C14 1.580
3 F 2.65 2.81 0.17  C2 1.306
4 C 1.07 2.52 1.83  C2 1.536, C5 1.447, C13 1.433
5 C 0.53 3.85 1.93  C4 1.447, C6 1.459, H28 1.085
6 C -0.11 4.16 3.21  C5 1.459, C7 1.379, H29 1.066
7 C -0.04 3.31 4.29  C6 1.379, N8 1.370, C12 1.392
8 N -0.80 3.65 5.38  C7 1.370, C9 1.306
9 C -0.86 2.77 6.35  N8 1.306, C10 1.465, H30 1.124
10 C -0.04 1.56 6.36  C9 1.465, C11 1.360, H31 1.087
11 C 0.70 1.28 5.25  C10 1.360, C12 1.375, H32 1.050
12 C 0.63 2.10 4.15  C7 1.392, C11 1.375, C13 1.357
13 C 1.15 1.66 2.98  C4 1.433, C12 1.357, H33 1.118
14 C 0.59 1.94 -0.70  C2 1.580, N15 1.313, C27 1.472
15 N -0.27 2.86 -1.09  C14 1.313, O16 1.510
16 O -1.04 2.44 -2.32  N15 1.510, C17 1.323
17 C -0.66 1.18 -2.46  O16 1.323, N18 1.386, C27 1.363
18 N -1.18 0.32 -3.41  C17 1.386, C19 1.354
19 C -0.65 -0.92 -3.57  N18 1.354, C20 1.358, H34 1.090
20 C 0.28 -1.37 -2.68  C19 1.358, C21 1.615, C26 1.391
21 C 0.92 -2.83 -2.88  C20 1.615, C22 1.281, N25 1.350
22 C 0.44 -3.82 -3.53  C21 1.281, C23 1.457, H35 1.082
23 C 1.43 -4.89 -3.51  C22 1.457, N24 1.319, H36 1.053
24 N 2.42 -4.58 -2.69  C23 1.319, N25 1.403
25 N 2.15 -3.22 -2.46  C21 1.350, N24 1.403, H37 0.974
26 C 0.82 -0.52 -1.73  C20 1.391, C27 1.423, H38 1.097
27 C 0.33 0.81 -1.60  C14 1.472, C17 1.363, C26 1.423
28 H 0.44 4.55 1.10  C5 1.085
29 H -0.62 5.09 3.31  C6 1.066
30 H -1.47 3.08 7.24  C9 1.124
31 H 0.02 0.92 7.24  C10 1.087
32 H 1.26 0.39 5.29  C11 1.050
33 H 1.75 0.72 3.02  C13 1.118
34 H -0.96 -1.45 -4.47  C19 1.090
35 H -0.53 -3.86 -4.02  C22 1.082
36 H 1.22 -5.88 -3.78  C23 1.053
37 H 2.80 -2.62 -2.07  N25 0.974
38 H 1.65 -0.92 -1.12  C26 1.097

Output
HOMO energy = -9.12 eV
DFT total energy = -34810.011 eV
Structure (SMILES) = FC(F)(c1ccc2ncccc2c1)c1noc2ncc(-c3ccn[nH]3)cc12